No. 1
Formula: C37H62N4O6PS2
Source: the OMol25 dataset
Level of theory: ωB97M-V/def2-TZVPD

Output
Lowest unoccupied orbital energy = -3.7 eV
Total charge = +1
Kohn-Sham gap = 6.719 eV

The geometry in XYZ format:
```
112
C37H62N4O6PS2 ωB97M-V/def2-TZVPD
C -1.62 -6.30 2.27
C -0.78 -4.91 2.07
C 0.85 -5.15 1.83
C 1.69 -3.75 1.66
N 1.56 -3.09 0.30
C 2.49 -1.88 0.17
C 2.12 -0.93 -1.14
C 2.97 0.48 -1.19
C 2.03 1.80 -1.63
C 1.85 2.69 -0.27
C 0.76 2.46 0.94
N -0.18 1.30 0.68
C -0.02 0.18 1.68
C -0.99 -1.16 1.44
O 0.84 0.13 2.70
C -1.61 1.73 0.49
C -2.00 2.34 -1.02
O -2.58 1.64 1.40
N 0.89 3.43 2.08
C 0.03 3.38 3.32
O 0.16 4.51 4.25
C -0.85 4.44 5.34
C -1.34 5.82 6.14
C -2.52 5.75 7.33
C -3.23 4.33 7.77
C -2.72 2.95 7.03
C -1.57 3.03 5.85
C 2.01 4.34 1.64
P 2.70 5.84 2.59
C 4.47 6.34 1.99
C 1.62 7.39 2.11
C 0.08 7.31 2.66
N 2.57 3.91 0.26
O 3.58 4.44 -0.46
C 2.06 -4.04 -0.82
S 3.44 -5.06 -0.64
S 1.04 -4.05 -2.42
C -0.78 -3.71 -1.98
C -1.41 -2.42 -2.78
C -3.06 -2.35 -2.60
H -1.29 -7.18 1.54
H -2.77 -6.09 1.99
H -1.60 -6.69 3.39
H -0.85 -4.30 3.09
H -1.26 -4.32 1.17
H 1.23 -5.69 2.83
H 0.97 -5.91 0.94
H 2.82 -3.95 1.99
H 1.26 -3.01 2.49
H 2.46 -1.26 1.18
H 3.62 -2.21 0.02
H 2.42 -1.52 -2.13
H 0.97 -0.72 -1.20
H 3.83 0.38 -2.01
H 3.51 0.69 -0.17
H 0.95 1.36 -1.89
H 2.50 2.42 -2.50
H -0.82 -1.52 0.32
H -2.13 -0.92 1.58
H -0.68 -2.02 2.21
H -2.42 1.45 -1.69
H -2.74 3.24 -0.95
H -0.97 2.65 -1.54
H 0.33 2.40 3.91
H -1.11 3.36 2.97
H -0.92 6.89 5.93
H -2.87 6.73 7.90
H -4.08 4.21 8.59
H -3.19 1.89 7.30
H -1.26 1.99 5.37
H 4.30 6.83 0.92
H 4.96 7.16 2.69
H 5.14 5.40 1.82
H 2.18 8.40 2.45
H 1.60 7.42 0.93
H -0.39 6.31 2.27
H -0.54 8.25 2.31
H 0.12 7.26 3.86
H 3.24 4.84 -1.31
H -0.93 -3.49 -0.83
H -1.39 -4.66 -2.35
H -0.94 -1.42 -2.35
H -1.20 -2.53 -3.95
H -3.40 -1.22 -2.71
H -3.53 -3.01 -3.45
H -3.41 -2.72 -1.54
C 4.85 -7.30 -3.78
C 5.49 -7.50 -5.13
C 4.44 -8.32 -5.85
O 3.17 -7.93 -5.32
C 3.39 -7.14 -4.14
H 5.24 -6.44 -3.23
H 4.99 -8.19 -3.16
H 5.62 -6.54 -5.63
H 6.46 -8.00 -5.08
H 4.57 -9.39 -5.67
H 4.45 -8.15 -6.94
H 3.15 -6.10 -4.38
H 2.72 -7.48 -3.34
C -6.18 3.29 -3.97
C -6.71 1.89 -3.79
C -5.55 1.05 -4.25
O -4.35 1.79 -3.95
C -4.72 3.12 -3.60
H -6.69 4.04 -3.36
H -6.27 3.59 -5.02
H -6.91 1.70 -2.73
H -7.63 1.69 -4.35
H -5.58 0.88 -5.33
H -5.51 0.07 -3.75
H -4.57 3.24 -2.52
H -4.08 3.84 -4.12
```

These are the Mulliken partial charges, in e, on atoms 1 to 6: -1.06, 0.26, -0.54, -0.70, 0.54, -1.15

No. 2
Formula: C37H63CrN6PSb
Source: the OMol25 dataset
Level of theory: ωB97M-V/def2-TZVPD

Output
Lowest unoccupied orbital energy (alpha / beta) = -6.1 / -5.0 eV
Total charge = +2
Kohn-Sham gap (alpha / beta) = 7.100 / 8.742 eV
Multiplicity = 4

The geometry in XYZ format:
```
109
C37H63CrN6PSb ωB97M-V/def2-TZVPD
Cr 0.14 0.25 -0.40
C -1.99 -1.24 1.33
N -1.54 -1.20 -0.06
C -2.61 -1.07 -1.04
C -2.04 -0.59 -2.33
N -0.83 -0.09 -2.50
C -0.74 0.17 -3.87
C 0.31 0.60 -4.68
C 0.07 0.75 -6.03
C -1.18 0.49 -6.60
C -2.22 0.02 -5.83
C -1.97 -0.15 -4.48
N -2.77 -0.63 -3.47
C -0.86 -0.73 2.16
N 0.12 -0.02 1.64
C 0.92 0.34 2.70
C 2.06 1.13 2.72
C 2.66 1.35 3.94
C 2.12 0.83 5.13
C 0.96 0.08 5.13
C 0.37 -0.17 3.89
N -0.76 -0.85 3.51
H -2.31 -2.24 1.67
H -2.85 -0.57 1.45
H -1.04 -2.08 -0.25
H -3.32 -0.32 -0.67
H -3.16 -2.01 -1.19
H 1.28 0.79 -4.29
H 0.87 1.08 -6.68
H -1.32 0.63 -7.66
H -3.18 -0.21 -6.25
H -3.72 -0.95 -3.58
H 2.40 1.52 1.78
H 3.55 1.95 4.00
H 2.61 1.05 6.06
H 0.52 -0.28 6.05
H -1.39 -1.34 4.12
C 3.01 3.18 -0.55
C 3.47 2.30 -1.72
C 2.43 2.47 -2.82
C 4.83 2.74 -2.24
P 3.41 0.48 -1.12
N 1.93 0.36 -0.55
C 3.60 -0.91 -2.51
C 4.23 -0.40 -3.80
C 2.17 -1.40 -2.75
C 4.40 -2.14 -2.06
C 4.86 0.19 0.12
C 6.18 0.03 -0.67
C 5.11 1.32 1.12
C 4.46 -1.06 0.93
H 2.87 4.19 -0.92
H 3.72 3.23 0.26
H 2.05 2.81 -0.18
H 2.27 3.53 -3.02
H 1.48 2.02 -2.51
H 2.78 2.03 -3.75
H 4.78 3.80 -2.51
H 5.13 2.20 -3.13
H 5.61 2.64 -1.49
H 3.67 0.40 -4.28
H 4.29 -1.23 -4.51
H 5.25 -0.06 -3.64
H 2.10 -1.90 -3.72
H 1.47 -0.57 -2.72
H 1.89 -2.11 -1.98
H 5.45 -1.94 -1.94
H 4.31 -2.89 -2.85
H 3.99 -2.57 -1.15
H 6.87 0.82 -0.41
H 6.03 0.09 -1.74
H 6.67 -0.91 -0.43
H 5.43 2.24 0.63
H 5.92 1.00 1.77
H 4.25 1.51 1.74
H 4.90 -1.96 0.54
H 3.37 -1.17 0.94
H 4.79 -0.97 1.96
C -0.96 5.15 -1.20
C -1.85 4.00 -1.61
C -1.47 3.47 -2.98
Sb -1.90 2.32 -0.14
C -1.59 3.48 1.72
C -2.11 2.75 2.95
C -0.11 3.77 1.89
C -4.16 2.34 -0.17
C -4.70 2.12 -1.57
C -4.88 1.41 0.80
H -1.01 5.93 -1.96
H 0.09 4.85 -1.11
H -1.28 5.60 -0.26
H -2.88 4.35 -1.62
H -0.45 3.09 -2.98
H -1.54 4.27 -3.72
H -2.14 2.67 -3.30
H -2.15 4.41 1.59
H -1.63 1.78 3.06
H -3.19 2.63 2.92
H -1.87 3.34 3.84
H 0.46 2.85 1.99
H 0.05 4.36 2.79
H 0.30 4.34 1.05
H -4.35 3.37 0.14
H -4.60 1.08 -1.88
H -4.22 2.75 -2.31
H -5.77 2.36 -1.58
H -4.88 0.38 0.45
H -5.93 1.72 0.85
H -4.48 1.45 1.81
```

These are the Mulliken partial charges, in e, on atoms 1 to 6: 1.69, -1.04, -0.12, 0.21, -0.41, 0.97

No. 3
Formula: C37H64CsF6GeN5O3P
Source: the OMol25 dataset
Level of theory: ωB97M-V/def2-TZVPD

Output
Lowest unoccupied orbital energy (alpha / beta) = -3.8 / -5.4 eV
Total charge = +1
Kohn-Sham gap (alpha / beta) = 6.790 / 5.165 eV
ΔE to the lowest compared entry with this formula, charge and spin = 32.9 kJ/mol

The geometry in XYZ format:
```
118
C37H64CsF6GeN5O3P ωB97M-V/def2-TZVPD
Cs -0.58 0.25 -0.42
C 3.20 3.07 0.40
C 3.10 3.06 -1.12
C 4.13 2.12 -1.72
C 3.26 4.46 -1.69
O 1.83 2.51 -1.51
Ge 0.26 3.34 -1.33
O -0.18 2.99 0.37
C -1.11 3.68 1.22
C -0.97 5.19 1.04
C -2.53 3.23 0.91
C -0.71 3.27 2.64
O -0.79 2.21 -2.20
C -1.05 2.05 -3.61
C 0.04 1.15 -4.21
C -1.06 3.42 -4.28
C -2.41 1.38 -3.71
H 4.18 3.43 0.72
H 3.05 2.07 0.80
H 2.44 3.73 0.83
H 5.14 2.43 -1.46
H 4.04 2.11 -2.81
H 3.97 1.11 -1.35
H 4.26 4.85 -1.47
H 2.54 5.15 -1.25
H 3.12 4.45 -2.77
H -1.29 5.49 0.04
H 0.07 5.49 1.19
H -1.58 5.72 1.76
H -2.79 3.44 -0.13
H -3.23 3.76 1.55
H -2.68 2.16 1.08
H 0.31 3.60 2.86
H -0.75 2.19 2.73
H -1.39 3.71 3.37
H 1.03 1.59 -4.07
H -0.15 1.04 -5.28
H 0.02 0.16 -3.75
H -0.08 3.90 -4.21
H -1.81 4.06 -3.82
H -1.31 3.32 -5.34
H -2.40 0.37 -3.29
H -2.70 1.31 -4.76
H -3.17 1.96 -3.18
C 2.99 1.07 4.48
C 3.70 0.53 3.27
C 5.00 0.92 2.97
C 5.64 0.43 1.84
C 4.99 -0.45 1.00
C 3.69 -0.88 1.28
C 3.01 -1.86 0.36
C 3.07 -0.39 2.43
N 1.72 -0.73 2.76
C 1.45 -1.89 3.18
C 2.33 -3.09 3.32
C 0.04 -2.03 3.71
C -0.14 -2.12 5.19
N -0.94 -1.99 2.92
C -2.27 -1.92 2.98
C -2.89 -0.69 3.38
C -2.11 0.57 3.56
C -4.25 -0.70 3.57
C -5.00 -1.84 3.28
C -4.39 -3.01 2.78
C -3.04 -3.08 2.61
C -2.33 -4.29 2.09
H 3.53 1.91 4.90
H 2.90 0.31 5.26
H 1.98 1.39 4.22
H 5.51 1.62 3.62
H 6.65 0.75 1.61
H 5.48 -0.82 0.11
H 3.53 -1.89 -0.60
H 1.97 -1.60 0.18
H 3.01 -2.87 0.76
H 3.37 -2.84 3.11
H 2.00 -3.87 2.63
H 2.26 -3.50 4.33
H 0.20 -1.18 5.63
H 0.49 -2.91 5.61
H -1.18 -2.30 5.46
H -1.06 0.50 3.29
H -2.16 0.90 4.60
H -2.58 1.35 2.95
H -4.76 0.21 3.88
H -6.07 -1.81 3.39
H -5.01 -3.86 2.53
H -3.05 -5.03 1.74
H -1.72 -4.76 2.86
H -1.68 -4.02 1.26
C 1.10 -2.22 -5.12
N 0.85 -2.70 -3.77
C 1.90 -2.39 -2.83
C -0.43 -2.83 -3.27
N -0.69 -2.51 -2.05
N -1.35 -3.29 -4.19
C -2.76 -3.22 -3.85
C -1.01 -4.40 -5.08
H 1.56 -1.23 -5.09
H 0.17 -2.15 -5.67
H 1.78 -2.90 -5.65
H 2.86 -2.69 -3.26
H 1.74 -2.94 -1.90
H 1.95 -1.32 -2.59
H -1.63 -2.81 -1.80
H -3.00 -2.25 -3.41
H -3.06 -4.00 -3.14
H -3.34 -3.34 -4.76
H 0.05 -4.61 -5.04
H -1.29 -4.17 -6.11
H -1.55 -5.30 -4.77
F -2.96 -0.05 -0.50
P -4.47 -0.71 -0.24
F -3.75 -1.80 0.74
F -5.89 -1.38 0.01
F -4.64 0.28 1.03
F -5.08 0.39 -1.22
F -4.19 -1.70 -1.49
```

These are the Mulliken partial charges, in e, on atoms 1 to 6: 0.96, -1.35, 1.53, -1.48, -1.91, -0.01

No. 4
Formula: C37H64F2N5O19S2Ti
Source: the OMol25 dataset
Level of theory: ωB97M-V/def2-TZVPD

Output
Lowest unoccupied orbital energy (alpha / beta) = -1.8 / -2.0 eV
Kohn-Sham gap (alpha / beta) = 6.888 / 8.240 eV
Multiplicity = 4

The geometry in XYZ format:
```
130
C37H64F2N5O19S2Ti ωB97M-V/def2-TZVPD
Ti 1.77 4.06 0.87
N 1.40 1.93 0.45
S 1.82 0.49 0.90
O 1.96 -0.50 -0.13
O 1.32 0.08 2.18
F 3.35 0.86 1.23
S 0.03 1.51 -0.49
O -0.95 0.70 0.19
O 0.33 1.28 -1.87
F -0.58 2.98 -0.49
O -0.95 4.47 2.49
C -0.80 4.01 3.60
O -0.79 4.71 4.74
C -0.92 6.13 4.64
C 0.38 6.80 4.24
C -0.54 2.54 3.85
H -1.23 6.49 5.62
H -1.71 6.43 3.96
H 0.35 7.88 4.33
H 0.62 6.49 3.22
H 1.24 6.49 4.84
H 0.41 2.27 3.38
H -1.32 1.97 3.36
H -0.42 2.36 4.91
O -3.69 3.83 -5.66
C -3.13 3.58 -4.63
O -3.39 4.13 -3.44
C -4.27 5.23 -3.31
C -5.73 4.84 -3.26
C -2.08 2.50 -4.45
H -4.19 6.00 -4.08
H -4.00 5.74 -2.38
H -6.31 5.72 -2.99
H -5.98 4.07 -2.52
H -6.18 4.46 -4.18
H -1.58 2.30 -5.39
H -2.55 1.55 -4.20
H -1.40 2.77 -3.65
O 1.19 -6.09 -0.75
C 0.72 -6.33 0.33
O 1.18 -5.93 1.52
C 2.18 -4.91 1.72
C 1.58 -3.53 1.69
C -0.36 -7.37 0.51
H 3.01 -5.06 1.03
H 2.56 -5.14 2.72
H 1.61 -3.08 0.70
H 2.24 -3.00 2.39
H 0.62 -3.55 2.20
H 0.17 -8.32 0.45
H -1.10 -7.37 -0.28
H -0.85 -7.20 1.47
C -0.80 -1.51 3.95
C -1.52 -2.14 5.16
C -1.14 -3.61 5.26
C 0.23 -3.89 5.70
N 1.30 -4.07 6.08
H 0.27 -1.38 4.10
H -1.25 -0.55 3.73
H -0.84 -2.10 3.02
H -2.59 -1.95 5.07
H -1.25 -1.53 6.03
H -1.37 -4.10 4.32
H -1.84 -4.04 5.98
C 6.26 -0.97 2.23
C 6.91 0.33 2.69
C 5.98 1.52 2.44
C 6.67 2.77 2.78
N 7.19 3.77 2.99
H 6.87 -1.84 2.45
H 6.11 -0.84 1.15
H 5.27 -1.11 2.66
H 7.90 0.45 2.24
H 7.12 0.30 3.76
H 5.09 1.44 3.06
H 5.69 1.58 1.40
C -3.86 1.95 -1.21
C -4.60 2.62 -0.02
C -5.54 1.63 0.63
C -6.53 2.23 1.54
N -7.28 2.68 2.27
H -3.78 0.88 -1.00
H -2.85 2.33 -1.29
H -4.40 2.10 -2.14
H -5.07 3.49 -0.47
H -3.88 3.06 0.67
H -4.94 0.95 1.23
H -6.07 1.01 -0.09
C -0.16 -2.12 -2.31
C 0.20 -3.52 -2.78
C 1.72 -3.74 -2.60
C 2.58 -2.96 -3.47
N 3.27 -2.32 -4.13
H -1.22 -1.90 -2.44
H 0.41 -1.34 -2.82
H 0.16 -1.95 -1.27
H -0.06 -3.64 -3.84
H -0.36 -4.32 -2.30
H 1.92 -4.80 -2.77
H 1.94 -3.51 -1.56
C -2.28 -2.60 0.40
C -3.32 -2.05 1.36
O -3.75 -3.23 2.05
C -2.77 -4.16 1.96
O -2.76 -5.19 2.55
O -1.83 -3.77 1.08
H -1.48 -1.89 0.23
H -2.61 -2.95 -0.59
H -4.12 -1.57 0.79
H -2.87 -1.36 2.07
C 1.22 -0.75 -6.00
C 0.27 0.31 -5.48
O -0.93 -0.44 -5.31
C -0.82 -1.71 -5.72
O -1.71 -2.50 -5.68
O 0.43 -1.92 -6.20
H 2.06 -1.00 -5.35
H 1.67 -0.57 -6.99
H 0.05 1.10 -6.20
H 0.62 0.70 -4.53
C 3.53 1.46 -3.45
C 3.87 0.48 -2.33
O 5.18 0.08 -2.68
C 5.42 0.35 -3.98
O 6.37 0.02 -4.61
O 4.41 1.06 -4.49
H 3.85 2.48 -3.22
H 2.47 1.55 -3.67
H 3.17 -0.35 -2.39
H 3.80 0.88 -1.32
```

These are the Mulliken partial charges, in e, on atoms 1 to 6: 0.39, 0.55, 0.14, -0.19, -0.40, -0.17

Here are the calculated strongest force on any atom numbers, same order: 8.35; 1.79; 2.61; 5.53 (eV/Å).